1.
{
  "formula": "C54H44N5RuS3Sb",
  "method": "the ωB97M-V functional and the def2-TZVPD basis",
  "elements": ["Ru", "C", "C", "N", "C", "C", "C", "C", "C", "C", "C", "C", "C", "N", "C", "H", "H", "H", "H", "H", "H", "H", "H", "S", "C", "S", "C", "N", "N", "C", "C", "C", "C", "C", "C", "S", "H", "H", "H", "H", "H", "N", "C", "C", "C", "C", "C", "C", "C", "C", "C", "C", "C", "C", "C", "H", "H", "H", "H", "H", "H", "H", "H", "H", "H", "C", "C", "C", "C", "C", "C", "C", "Sb", "C", "C", "C", "C", "C", "C", "C", "C", "C", "C", "C", "C", "C", "C", "H", "H", "H", "H", "H", "H", "H", "H", "H", "H", "H", "H", "H", "H", "H", "H", "H", "H", "H", "H", "H"],
  "xyz": [[0.95, -0.33, 0.65], [0.83, -4.39, 2.25], [0.44, -3.12, 1.89], [1.19, -2.28, 1.17], [2.43, -2.73, 0.76], [2.89, -4.04, 1.06], [2.08, -4.87, 1.83], [4.18, -4.43, 0.58], [4.95, -3.59, -0.15], [4.53, -2.27, -0.44], [5.29, -1.35, -1.15], [4.80, -0.05, -1.35], [3.57, 0.29, -0.83], [2.80, -0.57, -0.17], [3.25, -1.85, 0.04], [0.18, -5.01, 2.84], [-0.54, -2.74, 2.20], [2.40, -5.86, 2.08], [4.53, -5.42, 0.83], [5.92, -3.90, -0.51], [6.25, -1.63, -1.54], [5.37, 0.67, -1.89], [3.17, 1.30, -0.94], [0.55, 1.12, 8.45], [0.72, 1.13, 6.80], [1.78, -0.02, 6.03], [1.35, 0.71, 4.45], [0.50, 1.67, 4.59], [0.15, 1.93, 5.85], [-0.72, 3.03, 6.06], [-1.18, 3.69, 4.92], [-1.99, 4.80, 5.05], [-2.36, 5.25, 6.31], [-1.92, 4.59, 7.44], [-1.10, 3.48, 7.32], [2.10, 0.14, 3.06], [-0.88, 3.33, 3.95], [-2.33, 5.31, 4.16], [-2.99, 6.12, 6.41], [-2.19, 4.93, 8.42], [-0.75, 2.98, 8.21], [0.72, 1.42, 0.11], [-0.20, 2.30, 0.27], [0.01, 3.63, -0.32], [1.30, 4.17, -0.24], [1.58, 5.41, -0.77], [0.58, 6.14, -1.40], [-0.69, 5.60, -1.51], [-0.98, 4.36, -0.98], [-1.38, 1.94, 1.07], [-2.42, 2.83, 1.34], [-3.51, 2.42, 2.09], [-3.58, 1.13, 2.59], [-2.53, 0.25, 2.36], [-1.44, 0.66, 1.63], [2.06, 3.60, 0.27], [2.57, 5.82, -0.68], [0.80, 7.11, -1.82], [-1.46, 6.17, -2.01], [-1.97, 3.94, -1.12], [-2.36, 3.84, 0.99], [-4.31, 3.12, 2.29], [-4.43, 0.82, 3.18], [-2.56, -0.74, 2.79], [-0.55, -0.03, 1.58], [-1.03, -1.98, -4.85], [-2.27, -2.29, -4.09], [-3.40, -2.75, -4.76], [-4.57, -3.06, -4.09], [-4.63, -2.93, -2.72], [-3.52, -2.47, -2.03], [-2.35, -2.15, -2.71], [-0.68, -1.38, -1.53], [-0.34, 0.47, -2.62], [0.96, 0.86, -2.90], [1.22, 2.04, -3.57], [0.17, 2.85, -3.96], [-1.12, 2.50, -3.63], [-1.40, 1.32, -2.94], [-2.82, 1.02, -2.59], [0.78, -2.90, -2.10], [1.94, -2.59, -2.79], [2.91, -3.55, -3.00], [2.74, -4.83, -2.51], [1.57, -5.16, -1.85], [0.57, -4.21, -1.65], [-0.72, -4.64, -1.02], [-1.15, -2.19, -5.90], [-0.20, -2.59, -4.47], [-0.76, -0.93, -4.73], [-3.35, -2.85, -5.84], [-5.43, -3.41, -4.65], [-5.53, -3.19, -2.18], [-3.57, -2.36, -0.96], [1.79, 0.25, -2.57], [2.24, 2.33, -3.78], [0.36, 3.77, -4.50], [-1.94, 3.15, -3.90], [-3.38, 1.95, -2.50], [-2.89, 0.47, -1.65], [-3.28, 0.42, -3.37], [2.09, -1.60, -3.19], [3.81, -3.30, -3.55], [3.51, -5.58, -2.64], [1.42, -6.16, -1.49], [-0.60, -5.59, -0.49], [-1.48, -4.78, -1.79], [-1.10, -3.90, -0.32]],
  "e_homo_ev": [-9.11, -9.12],
  "multiplicity": 2,
  "total_energy_ev": -105781.4303,
  "total_charge": 1,
  "relative_energy_kcal_mol": 60.9,
  "gap_ev": [5.136, 5.152]
}


2.
{
  "formula": "C54H46N10O5PbSeTe",
  "method": "the ωB97M-V functional and the def2-TZVPD basis",
  "elements": ["Pb", "C", "C", "C", "C", "N", "C", "N", "C", "N", "C", "N", "C", "C", "C", "C", "C", "N", "C", "C", "C", "C", "C", "C", "H", "H", "H", "H", "H", "H", "H", "H", "H", "H", "H", "H", "O", "C", "O", "C", "C", "N", "N", "C", "C", "O", "O", "H", "H", "H", "C", "N", "C", "Se", "N", "C", "C", "C", "C", "C", "C", "H", "H", "H", "H", "H", "H", "H", "H", "C", "C", "C", "C", "C", "C", "Te", "N", "C", "O", "C", "C", "C", "C", "C", "C", "C", "C", "C", "C", "C", "C", "C", "C", "C", "C", "H", "H", "H", "H", "H", "H", "H", "H", "H", "H", "H", "H", "H", "H", "H", "H", "H", "H", "H", "H", "H", "H", "H"],
  "xyz": [[1.32, 1.57, -0.38], [2.23, -1.05, -4.11], [2.72, -0.19, -5.12], [2.55, 1.16, -5.01], [1.90, 1.72, -3.86], [1.47, 0.88, -2.88], [1.62, -0.45, -3.04], [1.70, 3.04, -3.85], [1.56, 3.82, -2.77], [1.82, 3.56, -1.43], [1.84, 4.75, -0.72], [2.19, 5.00, 0.55], [2.61, 4.14, 1.47], [3.05, 4.70, 2.72], [3.50, 3.91, 3.73], [3.56, 2.51, 3.55], [3.12, 2.02, 2.35], [2.66, 2.78, 1.33], [1.49, 5.81, -1.62], [1.32, 7.18, -1.43], [0.95, 7.95, -2.50], [0.76, 7.38, -3.78], [0.94, 6.03, -3.98], [1.31, 5.24, -2.89], [2.33, -2.13, -4.16], [3.25, -0.61, -5.98], [2.90, 1.84, -5.77], [1.21, -1.05, -2.23], [3.00, 5.77, 2.81], [3.82, 4.35, 4.67], [3.92, 1.84, 4.32], [3.14, 0.95, 2.16], [1.48, 7.61, -0.44], [0.81, 9.02, -2.38], [0.45, 8.01, -4.61], [0.80, 5.58, -4.96], [4.26, -2.98, 3.79], [4.99, -2.93, 2.68], [6.04, -3.52, 2.58], [4.47, -2.11, 1.55], [5.23, -1.82, 0.45], [4.44, -1.11, -0.38], [3.21, -0.91, 0.10], [3.21, -1.51, 1.27], [1.95, -1.47, 2.10], [2.03, -1.68, 3.31], [0.89, -1.21, 1.45], [3.43, -2.44, 3.69], [6.25, -2.08, 0.22], [4.68, -0.72, -1.28], [-0.63, -0.70, -6.47], [-1.08, -1.55, -5.39], [-1.61, -1.08, -4.22], [-1.96, 0.63, -3.76], [-1.87, -2.20, -3.47], [-1.58, -3.36, -4.18], [-1.75, -4.70, -3.90], [-1.39, -5.61, -4.89], [-0.87, -5.19, -6.11], [-0.71, -3.83, -6.39], [-1.08, -2.93, -5.41], [-0.46, 0.30, -6.07], [-1.37, -0.65, -7.26], [0.31, -1.10, -6.86], [-2.24, -2.13, -2.54], [-2.16, -5.04, -2.96], [-1.52, -6.67, -4.71], [-0.61, -5.92, -6.86], [-0.31, -3.50, -7.34], [-2.21, -7.00, 2.16], [-1.99, -5.51, 2.14], [-1.30, -4.90, 1.12], [-1.05, -3.52, 1.08], [-0.32, -3.06, -0.16], [-1.52, -2.72, 2.13], [-0.96, -0.69, 2.69], [-0.58, 0.85, 1.44], [-0.57, 2.11, 1.88], [-0.33, 3.03, 1.06], [-0.77, 2.54, 3.31], [-1.69, 3.55, 3.57], [-1.86, 4.02, 4.86], [-1.09, 3.51, 5.90], [-0.15, 2.53, 5.64], [0.00, 2.04, 4.35], [-3.04, -0.11, 2.51], [-3.60, 0.54, 3.60], [-4.84, 1.16, 3.51], [-5.54, 1.11, 2.31], [-4.98, 0.45, 1.22], [-3.73, -0.15, 1.29], [-3.19, -0.78, 0.02], [-2.25, -3.32, 3.18], [-2.86, -2.58, 4.36], [-2.47, -4.69, 3.15], [-1.73, -7.49, 1.32], [-3.28, -7.23, 2.13], [-1.82, -7.44, 3.08], [-0.92, -5.50, 0.29], [-0.70, -3.62, -1.01], [0.74, -3.26, -0.09], [-0.42, -2.00, -0.36], [-2.27, 3.96, 2.75], [-2.58, 4.81, 5.06], [-1.22, 3.89, 6.91], [0.48, 2.15, 6.44], [0.78, 1.30, 4.15], [-3.06, 0.58, 4.54], [-5.26, 1.68, 4.37], [-6.50, 1.60, 2.22], [-5.52, 0.43, 0.28], [-3.52, -0.21, -0.85], [-3.54, -1.82, -0.07], [-2.10, -0.78, 0.00], [-2.15, -1.92, 4.87], [-3.21, -3.30, 5.09], [-3.71, -1.97, 4.05], [-3.03, -5.14, 3.97]],
  "e_homo_ev": [-2.37, -4.76],
  "multiplicity": 2,
  "total_energy_ev": -159774.0831,
  "total_charge": -1,
  "relative_energy_kcal_mol": 21.8,
  "gap_ev": [4.249, 6.637]
}


Q: Look up the multiplicity of the second one.
A: 2